No. 1
{"formula": "C40H78N2O16S8", "method": "ωB97M-V with the def2-TZVPD basis set", "species": ["O", "S", "O", "C", "C", "C", "C", "H", "H", "H", "H", "H", "H", "H", "H", "O", "S", "O", "C", "C", "C", "C", "H", "H", "H", "H", "H", "H", "H", "H", "O", "S", "O", "C", "C", "C", "C", "H", "H", "H", "H", "H", "H", "H", "H", "O", "S", "O", "C", "C", "C", "C", "H", "H", "H", "H", "H", "H", "H", "H", "O", "S", "O", "C", "C", "C", "C", "H", "H", "H", "H", "H", "H", "H", "H", "O", "S", "O", "C", "C", "C", "C", "H", "H", "H", "H", "H", "H", "H", "H", "O", "S", "O", "C", "C", "C", "C", "H", "H", "H", "H", "H", "H", "H", "H", "O", "S", "O", "C", "C", "C", "C", "H", "H", "H", "H", "H", "H", "H", "H", "C", "C", "C", "C", "N", "H", "H", "H", "H", "H", "H", "H", "C", "C", "C", "C", "N", "H", "H", "H", "H", "H", "H", "H"], "positions_angstrom": [[3.632, 2.900, 0.058], [2.329, 3.494, 0.114], [1.220, 2.683, 0.663], [2.564, 5.081, 0.896], [1.667, 6.030, 0.126], [1.769, 5.702, -1.358], [1.955, 4.200, -1.580], [3.627, 5.245, 0.825], [2.306, 5.034, 1.925], [0.612, 5.963, 0.449], [1.887, 7.052, 0.313], [2.552, 6.352, -1.753], [0.867, 6.069, -1.813], [2.771, 3.937, -2.300], [1.025, 3.671, -1.908], [3.284, -4.828, -1.216], [1.898, -4.862, -0.857], [1.074, -3.911, -1.550], [1.302, -6.582, -0.879], [1.505, -7.061, 0.584], [2.538, -6.191, 1.333], [2.083, -4.754, 0.934], [1.894, -7.160, -1.595], [0.238, -6.516, -1.127], [0.559, -6.816, 1.080], [1.716, -8.116, 0.571], [3.546, -6.342, 1.032], [2.544, -6.417, 2.368], [2.833, -3.957, 1.173], [1.195, -4.461, 1.403], [-4.225, -1.057, -0.066], [-4.970, -2.280, -0.182], [-6.298, -2.249, -0.743], [-4.012, -3.542, -1.013], [-4.164, -4.770, -0.179], [-4.118, -4.370, 1.331], [-5.038, -3.139, 1.418], [-2.949, -3.355, -0.998], [-4.353, -3.655, -2.122], [-5.131, -5.237, -0.383], [-3.376, -5.497, -0.443], [-3.081, -4.149, 1.622], [-4.504, -5.129, 1.979], [-4.683, -2.440, 2.190], [-6.089, -3.315, 1.642], [5.037, -2.167, 2.343], [4.564, -1.008, 1.568], [3.317, -0.424, 1.968], [5.821, 0.287, 1.385], [6.489, -0.001, 0.002], [5.261, -0.446, -0.912], [4.600, -1.568, -0.134], [6.544, 0.201, 2.221], [5.290, 1.235, 1.421], [7.078, 0.830, -0.457], [7.130, -0.850, 0.181], [5.653, -0.892, -1.834], [4.626, 0.460, -1.234], [5.250, -2.414, -0.264], [3.551, -1.608, -0.473], [-4.495, 3.970, 1.217], [-4.200, 4.493, -0.107], [-3.395, 5.683, -0.231], [-3.617, 3.116, -1.065], [-4.714, 2.647, -2.001], [-6.047, 3.198, -1.401], [-5.744, 4.665, -0.983], [-3.222, 2.313, -0.409], [-2.723, 3.343, -1.614], [-4.616, 3.078, -3.006], [-4.681, 1.589, -2.100], [-6.459, 2.587, -0.579], [-6.879, 3.310, -2.205], [-6.537, 5.105, -0.404], [-5.668, 5.255, -1.930], [-1.203, -2.906, 3.689], [0.129, -2.853, 4.258], [1.080, -3.917, 3.981], [1.048, -1.354, 4.019], [1.849, -1.224, 5.304], [1.001, -1.591, 6.460], [-0.002, -2.754, 6.097], [0.304, -0.545, 3.923], [1.684, -1.439, 3.131], [2.728, -1.943, 5.228], [2.259, -0.243, 5.414], [0.377, -0.703, 6.673], [1.650, -1.825, 7.319], [-1.051, -2.467, 6.305], [0.201, -3.705, 6.641], [-1.641, 0.604, 4.108], [-1.398, 1.861, 4.726], [-1.063, 1.848, 6.103], [-0.168, 2.797, 3.747], [-0.877, 4.066, 3.210], [-2.117, 4.272, 4.241], [-2.779, 2.949, 4.332], [0.200, 2.085, 2.948], [0.600, 3.086, 4.435], [-0.175, 4.845, 3.327], [-1.185, 3.889, 2.215], [-2.865, 4.905, 3.709], [-1.711, 4.582, 5.179], [-3.112, 2.629, 3.410], [-3.525, 2.714, 5.140], [0.182, 1.273, -2.176], [-0.190, -0.025, -1.658], [-0.608, -1.024, -2.625], [1.118, -0.817, -0.656], [0.489, -1.274, 0.652], [-1.067, -1.191, 0.572], [-1.419, 0.069, -0.303], [1.879, -0.022, -0.557], [1.391, -1.581, -1.327], [0.610, -2.333, 0.847], [0.946, -0.642, 1.361], [-1.543, -1.045, 1.583], [-1.404, -2.143, 0.137], [-1.183, 0.948, 0.277], [-2.383, 0.056, -0.666], [1.428, -2.732, -4.751], [1.964, -1.353, -5.225], [2.441, -0.436, -4.031], [2.836, 0.872, -4.528], [3.187, 1.956, -4.784], [1.167, -3.253, -5.656], [0.505, -2.607, -4.154], [2.243, -3.337, -4.223], [1.275, -1.002, -5.937], [2.874, -1.526, -5.857], [3.353, -0.958, -3.654], [1.751, -0.472, -3.237], [-1.920, 2.453, -6.948], [-1.045, 1.719, -5.986], [0.073, 2.481, -5.203], [-0.466, 3.465, -4.326], [-0.710, 4.369, -3.673], [-2.788, 1.951, -7.333], [-1.355, 2.938, -7.744], [-2.366, 3.320, -6.435], [-0.573, 0.950, -6.546], [-1.616, 1.279, -5.149], [0.879, 2.903, -5.826], [0.593, 1.861, -4.456]], "lowdin_charge": [-0.3512, 0.7001, -0.3417, -0.2241, -0.2220, -0.2194, -0.1778, 0.1045, 0.0875, 0.1242, 0.1032, 0.1163, 0.0971, 0.1111, 0.0649, -0.3314, 0.6537, -0.3146, -0.1987, -0.1998, -0.1761, -0.2204, 0.1067, 0.0958, 0.1158, 0.1071, 0.1007, 0.1034, 0.1169, 0.0525, -0.3240, 0.6675, -0.3210, -0.2469, -0.2385, -0.1783, -0.2092, 0.0847, 0.1525, 0.1158, 0.1182, 0.1108, 0.1026, 0.1077, 0.1026, -0.3438, 0.6818, -0.3153, -0.2106, -0.1767, -0.2191, -0.2376, 0.1113, 0.0817, 0.1255, 0.0999, 0.1071, 0.1343, 0.1103, 0.0855, -0.3336, 0.6595, -0.3249, -0.2357, -0.1941, -0.2106, -0.2393, 0.1001, 0.0843, 0.1186, 0.0979, 0.1166, 0.1368, 0.0985, 0.1230, -0.3395, 0.6783, -0.3403, -0.2375, -0.2448, -0.2189, -0.1756, 0.0843, 0.0680, 0.1431, 0.1116, 0.1105, 0.1193, 0.0976, 0.1083, -0.3338, 0.6237, -0.3039, -0.2087, -0.1530, -0.1844, -0.2407, 0.1007, 0.0887, 0.0863, 0.0902, 0.1260, 0.1050, 0.0673, 0.1369, -0.3328, 0.6898, -0.3233, -0.2125, -0.1877, -0.1599, -0.1829, 0.1030, 0.0446, 0.0933, 0.0649, 0.1225, 0.0980, 0.0962, 0.0325, -0.0991, -0.2239, -0.1576, -0.2184, 0.1592, 0.0559, 0.0587, 0.0948, 0.0746, 0.1177, 0.1316, 0.0392, -0.1126, -0.2394, -0.1870, -0.2580, 0.1771, 0.0680, 0.0787, 0.0739, 0.0848, 0.1190, 0.1228, 0.0689], "smiles": "O=S1(=O)CCCC1.O=S1(=O)CCCC1.O=S1(=O)CCCC1.O=S1(=O)CCCC1.O=S1(=O)CCCC1.O=S1(=O)CCCC1.O=S1(=O)CCCC1.O=S1(=O)CCCC1.CCCC#N.CCCC#N", "de_lowest_ev": 2.9394, "homo_lumo_gap_ev": 10.26}

=====

No. 2
{"formula": "C40H78N3O12S", "method": "ωB97M-V with the def2-TZVPD basis set", "species": ["C", "O", "C", "C", "C", "C", "C", "O", "C", "C", "O", "C", "C", "C", "C", "C", "C", "N", "O", "C", "N", "C", "S", "C", "O", "O", "C", "C", "C", "C", "C", "N", "C", "C", "C", "O", "H", "H", "H", "H", "H", "H", "H", "H", "H", "H", "H", "H", "H", "H", "H", "H", "H", "H", "H", "H", "H", "H", "H", "H", "H", "H", "H", "H", "H", "H", "H", "H", "H", "H", "H", "H", "H", "H", "H", "H", "H", "H", "H", "H", "H", "H", "H", "H", "C", "C", "O", "C", "H", "H", "H", "H", "H", "H", "C", "C", "O", "C", "H", "H", "H", "H", "H", "H", "C", "C", "O", "C", "H", "H", "H", "H", "H", "H", "C", "C", "O", "C", "H", "H", "H", "H", "H", "H", "C", "C", "O", "C", "H", "H", "H", "H", "H", "H"], "positions_angstrom": [[-5.629, 1.038, -0.153], [-5.742, -0.326, -0.513], [-4.519, -1.017, -0.607], [-3.825, -0.832, -1.946], [-2.468, -1.549, -1.921], [-1.848, -1.697, -3.308], [-0.317, -1.868, -3.350], [0.095, -2.093, -4.694], [0.049, -3.150, -2.565], [1.039, -2.900, -1.442], [0.610, -2.176, -0.360], [-0.191, -2.942, 0.567], [0.352, -2.852, 1.984], [1.616, -3.706, 2.144], [0.540, -1.400, 2.439], [-0.815, -0.702, 2.550], [1.260, -1.345, 3.787], [2.162, -2.154, -2.097], [3.429, -2.404, -1.477], [3.570, -1.804, -0.318], [3.683, -1.278, 0.690], [1.871, -0.730, -2.403], [3.016, -0.079, -3.696], [4.646, -0.617, -3.279], [2.650, -0.678, -4.945], [2.996, 1.343, -3.559], [0.352, -0.597, -2.765], [0.054, 0.698, -3.514], [0.208, 1.911, -2.590], [0.080, 3.266, -3.298], [-0.864, 4.201, -2.539], [-0.194, 4.802, -1.388], [-0.816, 6.121, -1.037], [-0.246, 3.987, -0.204], [-1.543, 3.386, 0.282], [0.766, 3.788, 0.417], [-5.873, 1.673, -1.003], [-4.625, 1.296, 0.190], [-6.326, 1.258, 0.653], [-4.740, -2.077, -0.467], [-3.857, -0.716, 0.214], [-4.443, -1.219, -2.753], [-3.621, 0.233, -2.085], [-2.625, -2.533, -1.473], [-1.830, -1.001, -1.226], [-2.246, -2.609, -3.760], [-2.156, -0.876, -3.954], [-0.570, -1.734, -5.291], [0.547, -3.820, -3.271], [-0.819, -3.684, -2.195], [1.476, -3.855, -1.125], [-1.215, -2.576, 0.529], [-0.223, -3.992, 0.266], [-0.439, -3.306, 2.590], [2.499, -3.141, 1.850], [1.733, -4.039, 3.171], [1.565, -4.610, 1.530], [1.118, -0.865, 1.683], [-0.666, 0.317, 2.903], [-1.342, -0.641, 1.595], [-1.463, -1.205, 3.270], [1.178, -0.338, 4.182], [2.317, -1.561, 3.660], [0.812, -2.060, 4.474], [2.267, -2.620, -3.012], [2.023, -0.085, -1.538], [4.844, -0.395, -2.231], [4.793, -1.677, -3.446], [5.316, -0.009, -3.880], [-0.115, -0.479, -1.790], [0.579, 0.800, -4.459], [-1.006, 0.667, -3.763], [-0.587, 1.808, -1.847], [1.144, 1.848, -2.038], [-0.300, 3.129, -4.311], [1.070, 3.712, -3.338], [-1.188, 4.986, -3.221], [-1.769, 3.638, -2.281], [-1.856, 6.154, -1.361], [-0.777, 6.268, 0.039], [-0.250, 6.906, -1.528], [-1.575, 2.328, 0.024], [-1.584, 3.488, 1.362], [-2.414, 3.849, -0.181], [-5.546, 3.013, -3.737], [-5.461, 4.038, -2.631], [-4.455, 4.179, -1.974], [-6.691, 4.875, -2.386], [-4.601, 2.479, -3.812], [-6.347, 2.301, -3.529], [-5.758, 3.505, -4.687], [-7.534, 4.233, -2.127], [-6.947, 5.436, -3.286], [-6.503, 5.569, -1.571], [-0.110, 5.102, 4.272], [-1.545, 4.722, 4.549], [-2.016, 3.690, 4.130], [-2.361, 5.690, 5.370], [0.365, 4.329, 3.671], [-0.071, 6.050, 3.732], [0.434, 5.217, 5.211], [-2.407, 6.658, 4.870], [-1.902, 5.828, 6.350], [-3.368, 5.302, 5.497], [4.160, 3.180, 4.902], [4.003, 2.036, 3.930], [3.137, 1.204, 4.069], [4.980, 1.986, 2.781], [3.403, 3.105, 5.678], [5.150, 3.150, 5.360], [4.049, 4.132, 4.379], [6.000, 1.914, 3.163], [4.897, 2.895, 2.183], [4.765, 1.123, 2.158], [4.880, -5.034, -3.021], [4.518, -5.952, -4.171], [3.546, -6.664, -4.103], [5.415, -5.921, -5.381], [4.154, -5.165, -2.220], [5.875, -5.263, -2.639], [4.867, -3.996, -3.363], [6.432, -6.202, -5.102], [5.437, -4.917, -5.808], [5.043, -6.619, -6.126], [0.624, -6.170, 6.527], [0.169, -4.732, 6.510], [0.630, -3.929, 5.730], [-0.886, -4.340, 7.514], [1.382, -6.324, 5.763], [1.042, -6.419, 7.503], [-0.222, -6.832, 6.334], [-0.523, -4.521, 8.527], [-1.788, -4.933, 7.359], [-1.124, -3.286, 7.401]], "lowdin_charge": [-0.0840, -0.1691, -0.2466, -0.1594, -0.1871, -0.1154, -0.4359, 0.0189, 0.0090, -0.2709, -0.0549, -0.1312, -0.3155, -0.0440, -0.3902, -0.0544, -0.0599, 0.0527, 0.0599, -0.2760, 0.2862, -0.1698, 0.6675, -0.1119, -0.2650, -0.2532, -0.1853, -0.1420, -0.1842, -0.1437, -0.2065, -0.1119, -0.0369, -0.5033, 0.0139, 0.0989, 0.0671, 0.0862, 0.0927, 0.1295, 0.1187, 0.1275, 0.1153, 0.1139, 0.1034, 0.1408, 0.1159, 0.1151, 0.1486, 0.1379, 0.1808, 0.1125, 0.1327, 0.1527, 0.0527, 0.0735, 0.0773, 0.1179, 0.0831, 0.0547, 0.0911, 0.0660, 0.0761, 0.0589, 0.2044, 0.1535, 0.0752, 0.0532, 0.0944, 0.1273, 0.1152, 0.1166, 0.0974, 0.1010, 0.1157, 0.1189, 0.1229, 0.1018, 0.0816, 0.0881, 0.0865, 0.0714, 0.0770, 0.0691, -0.0223, -0.5107, 0.0482, -0.0158, 0.0718, 0.0861, 0.0882, 0.0889, 0.0890, 0.0844, -0.0202, -0.5051, 0.0575, -0.0231, 0.0757, 0.0849, 0.0845, 0.0854, 0.0862, 0.0813, -0.0216, -0.4933, 0.0659, -0.0200, 0.0798, 0.0850, 0.0847, 0.0858, 0.0867, 0.0571, -0.0227, -0.5027, 0.0777, -0.0154, 0.0730, 0.0939, 0.0564, 0.0904, 0.0864, 0.0871, -0.0195, -0.4901, 0.0545, -0.0186, 0.0792, 0.0880, 0.0866, 0.0882, 0.0869, 0.0832], "charge": 1, "homo_lumo_gap_ev": 7.83}